Arrangement P

Density functional theory data (the ωB97M-V functional and the def2-TZVPD basis) for a single C3H7NOS2 molecule.

HOMO-LUMO gap: 0.3242 hartree
SMILES: N[C@@H](C=O)CSS
Highest occupied orbital energy: -8.44 eV

Last column: Mulliken charge in e.
Element x y z (Å)
N1 -1.243 -0.050 -1.385  -0.69
C1 -0.740 0.341 -0.047  0.24
C2 -1.740 -0.201 0.957  -0.24
O1 -1.703 -1.292 1.451  -0.44
C3 0.676 -0.210 0.174  -0.80
S1 1.968 1.096 0.181  -0.10
S2 3.534 -0.047 -0.612  -0.19
H1 -2.047 0.512 -1.638  0.26
H2 -1.610 -0.998 -1.356  0.27
H3 -0.666 1.426 0.060  0.41
H4 -2.519 0.524 1.262  0.36
H5 0.691 -0.577 1.199  0.33
H6 0.981 -0.992 -0.499  0.44
H7 4.417 0.467 0.255  0.16

=====

Arrangement Q

Density functional theory data (the ωB97M-V functional and the def2-TZVPD basis) for a single C3H7NOS2 molecule.

HOMO-LUMO gap: 0.3304 hartree
SMILES: NC(=O)CCSS
Highest occupied orbital energy: -8.50 eV

Last column: Mulliken charge in e.
Element x y z (Å)
N1 -1.952 -0.346 -1.644  -0.36
C1 -0.610 -0.524 -1.529  0.44
O1 -0.014 -1.383 -2.144  -0.60
C2 0.108 0.510 -0.669  -0.52
C3 0.666 -0.173 0.566  -0.64
S1 1.551 1.046 1.588  -0.09
S2 1.173 0.333 3.492  -0.20
H1 -2.451 0.302 -1.062  0.19
H2 -2.513 -0.918 -2.251  0.23
H3 0.904 0.949 -1.265  0.31
H4 -0.590 1.315 -0.429  0.32
H5 1.392 -0.919 0.241  0.32
H6 -0.080 -0.712 1.151  0.45
H7 2.416 0.519 3.956  0.15

=====

Energy above the most stable structure, in hartree: arrangement P 0.0503; arrangement Q 0.0000